No. 1
Formula: C38H96N6O13
Source: OMol25
Level of theory: ωB97M-V/def2-TZVPD

## Properties
LUMO	0.56	eV
HOMO level	-8.1355	eV
SMILES string	COCCNCCOC.COCCNCCOC.COCCNCCOC.COCCNCCOC.COCCNCCOC.COCCNCCOC.CCO
gap between HOMO and LUMO	8.7	eV
2S+1	1

Element x y z (Å)
O: 3.093 2.896 -3.600
H: 0.499 3.161 -4.523
C: 0.632 -2.243 -6.988
C: -4.908 -2.472 2.514
H: 7.976 0.530 -0.647
C: -1.483 -1.757 3.883
H: 7.177 -1.055 2.496
H: 0.154 6.688 -0.037
H: -1.105 1.495 3.923
C: -6.532 -7.279 -6.199
H: -0.426 1.299 -5.986
H: 1.052 -2.361 -7.954
H: 1.398 -0.008 -0.222
C: -3.210 -2.240 -3.326
H: -0.645 -1.126 3.480
C: -3.766 -4.949 -6.942
H: -5.299 -6.089 -8.017
H: -5.741 -2.793 3.114
C: 3.235 4.228 -3.997
C: 1.606 1.614 4.033
O: 0.576 -0.877 -6.637
O: -0.336 4.713 -0.346
H: -3.964 -7.156 -7.279
O: 0.071 -0.286 1.333
H: 3.314 2.940 1.691
C: 3.205 -1.723 2.250
H: 5.111 0.172 -1.135
H: -6.293 -4.238 -5.894
H: -5.320 2.607 3.528
N: -1.965 -1.019 5.029
C: -4.835 1.664 3.751
C: -3.512 -0.096 8.541
H: -1.295 -1.138 -5.875
H: 0.992 2.313 2.088
H: -0.019 -0.640 5.805
H: 2.379 4.559 -4.583
H: -2.909 1.196 1.707
C: 3.501 3.498 0.692
C: -4.903 -3.414 -4.501
H: 3.493 -0.212 -1.610
C: -1.007 -1.053 6.098
H: 1.718 0.586 3.769
C: 2.043 1.428 6.440
C: -1.591 2.779 2.456
H: 6.126 0.295 4.360
C: 5.974 0.528 3.318
H: -2.198 4.130 -0.773
H: 4.997 -1.821 3.327
H: -1.063 -2.768 4.038
H: 2.578 -1.462 3.072
H: 0.861 5.899 -1.442
N: 0.893 1.086 -4.329
H: 1.454 5.386 1.499
H: 4.225 1.279 -2.211
H: -2.846 -1.391 5.350
H: -6.182 -8.302 -6.376
C: 0.647 2.355 3.123
H: 2.542 2.144 3.895
H: 0.219 1.262 -0.126
C: -0.286 0.664 -5.126
H: 1.502 3.254 0.143
H: -4.635 -3.234 1.742
H: -4.438 -4.316 -4.159
N: 4.720 0.084 2.854
N: 2.254 3.936 0.120
H: -3.204 -5.002 -6.039
H: -1.142 0.932 -4.484
H: -5.035 1.441 4.778
C: -5.466 -3.503 -5.922
C: 4.316 2.593 -0.161
C: -1.549 -0.206 7.198
H: -1.462 5.138 -2.136
H: -1.645 3.752 3.081
H: 1.660 3.437 -2.143
O: 3.706 1.324 -0.176
C: -1.558 5.004 -1.047
H: -3.037 -5.021 -7.735
H: -4.101 -2.915 -7.255
H: -2.465 -3.020 -3.435
H: -1.542 -0.434 -0.937
H: -7.069 -6.880 -7.076
H: -0.203 -0.164 -1.989
C: 4.168 0.621 -1.333
H: 1.169 -3.336 1.524
H: 1.684 1.126 -4.956
H: 1.449 1.363 7.349
O: 3.213 -3.071 1.794
H: -2.939 0.046 9.474
C: -0.287 -0.718 -5.554
H: -0.241 0.486 1.831
H: -0.819 -0.149 8.037
H: 1.217 -2.814 -6.300
H: 4.104 4.377 0.992
C: 0.615 5.745 -0.393
C: -2.547 -1.979 2.838
H: 4.137 4.291 -4.591
C: -2.958 2.093 2.378
H: -2.003 5.916 -0.674
H: -0.111 2.404 -3.037
H: -2.204 -2.775 2.166
H: -2.626 -1.276 -3.295
H: -5.149 -1.586 2.003
H: -0.292 -1.672 -1.088
H: 2.852 -1.130 1.386
H: -7.200 -7.353 -5.306
H: 2.891 2.179 6.483
C: 4.613 -1.341 2.479
H: 4.409 0.619 2.022
H: 0.015 -1.260 -4.652
H: -3.780 -2.413 -2.419
H: -5.661 -3.294 -3.727
H: -2.665 -1.027 2.247
C: -4.631 -6.239 -7.119
H: 9.113 0.329 0.775
H: -3.552 2.887 1.867
C: 1.785 5.307 0.460
H: -1.643 0.778 6.786
O: 7.132 0.629 1.242
H: 2.616 6.057 0.366
H: -3.678 0.982 8.251
C: 1.934 2.678 -2.832
O: -3.386 1.728 3.663
C: 8.077 0.108 0.337
H: -0.321 -2.762 -7.001
H: -5.266 0.973 2.969
H: 0.646 3.386 3.458
N: -0.692 1.739 3.059
O: -3.784 -2.340 3.435
H: 2.247 -4.288 0.425
H: -4.386 -0.714 8.755
C: 0.744 2.406 -3.731
H: 5.362 2.579 0.130
C: 0.353 0.175 0.012
H: 6.024 1.639 3.269
C: 2.130 -3.292 0.958
H: 7.973 -1.033 0.264
H: 2.016 -2.505 0.207
H: 2.076 1.833 -2.138
O: -5.440 -6.479 -5.962
O: 1.106 1.778 5.392
H: -1.256 3.078 1.457
H: 2.608 0.511 6.189
H: -0.871 -2.086 6.481
H: 4.303 3.043 -1.153
C: -0.463 -0.596 -1.001
C: 7.163 0.056 2.556
H: 3.348 4.873 -3.108
O: -2.799 -0.780 7.566
H: 5.170 -1.622 1.616
O: -4.034 -2.323 -4.480
H: -6.097 -2.617 -6.159
H: 8.174 0.222 2.987
N: -4.563 -3.793 -7.065

=====

No. 2
Formula: C3H6CuO4
Source: OMol25
Level of theory: ωB97M-V/def2-TZVPD

## Properties
LUMO (alpha / beta)	-0.46 / -0.47	eV
HOMO level (alpha / beta)	-8.2094 / -8.2030	eV
gap between HOMO and LUMO (alpha / beta)	7.7 / 7.7	eV
2S+1	2

Element x y z (Å)
O: -1.995 0.013 0.143
H: 0.007 -3.009 -0.647
H: 0.153 3.148 -0.093
O: -0.055 1.138 -0.192
Cu: 2.192 0.293 -0.376
C: -0.847 0.073 -0.184
C: -0.661 2.424 -0.010
H: -1.267 -2.327 0.598
H: -1.125 2.480 0.981
O: -0.056 -0.969 -0.478
H: -1.411 2.590 -0.791
C: -0.351 -2.227 0.017
O: 2.998 -1.373 0.416
H: 2.418 -2.255 0.617

=====

No. 3
Formula: C9H25N3O4
Source: OMol25
Level of theory: ωB97M-V/def2-TZVPD

## Properties
LUMO	-6.77	eV
HOMO level	-17.3405	eV
total charge	+2
gap between HOMO and LUMO	10.6	eV
2S+1	1

Element x y z (Å)
H: 1.423 -1.865 -3.154
H: -2.185 2.849 0.431
H: 1.920 -1.045 -1.893
O: -0.690 -1.766 3.598
H: -1.685 4.111 -0.935
C: -2.746 -0.952 -1.929
H: 1.672 2.985 -2.128
H: 0.359 -4.072 1.852
H: 0.830 -3.903 3.572
C: -1.819 3.025 -0.651
O: -0.831 -0.037 0.371
H: 2.647 3.737 -0.759
N: -0.534 2.268 -0.860
H: 0.145 -0.551 1.468
H: -0.905 1.417 -0.179
C: 0.270 -1.943 2.928
O: -1.355 -2.868 -2.401
C: 0.649 2.893 -0.156
N: 0.860 -0.786 2.057
H: -3.196 -1.588 -1.147
H: 2.310 -0.001 3.285
O: 0.538 3.498 0.849
C: 0.913 -3.408 2.681
H: -0.259 -0.650 -1.072
C: 1.168 -1.689 -2.069
H: -2.829 2.599 -1.272
N: -0.052 -0.946 -1.996
H: 2.529 1.976 -0.610
H: -1.715 -0.285 0.888
C: 1.954 2.894 -0.976
C: -1.387 -1.670 -2.140
H: -0.240 1.850 -1.811
H: -3.375 -1.068 -2.840
H: 1.414 1.210 2.253
H: 1.216 -2.557 -1.663
H: 1.982 -3.354 2.499
C: 1.363 0.283 2.892
H: 0.571 0.467 3.735
H: -2.685 0.001 -1.699
H: 1.659 -1.054 1.442
H: 0.097 0.002 -2.479

=====

No. 4
Formula: C4H19NO5
Source: OMol25
Level of theory: ωB97M-V/def2-TZVPD

## Properties
LUMO	0.48	eV
HOMO level	-8.2966	eV
SMILES string	CC/C=C/N.O.O.O.O.O
gap between HOMO and LUMO	8.8	eV
2S+1	1

Element x y z (Å)
O: -0.293 -0.838 3.936
H: 3.046 -0.086 1.245
H: 2.098 1.102 1.246
H: -0.100 -1.537 -4.349
H: 1.881 -2.328 -0.861
O: -2.752 -0.095 1.112
H: 0.215 -1.873 -2.106
H: -0.048 0.246 -4.300
H: 2.157 -3.569 -0.028
H: 0.755 2.763 0.388
C: -0.288 -0.650 -3.734
H: -1.917 1.719 3.533
H: 1.375 1.675 -1.474
O: -2.441 2.009 2.774
H: -1.019 -0.142 -0.898
C: -0.035 0.077 -1.292
C: 0.667 1.119 -0.866
H: -0.024 -1.063 3.047
H: -1.095 -1.246 4.255
C: 0.422 -0.836 -2.400
N: 0.193 1.956 0.178
H: 1.505 -0.813 -2.430
H: -3.347 -0.069 0.360
H: -1.370 -0.718 -3.588
O: 2.997 0.848 1.481
H: -0.145 1.454 0.972
H: -2.926 0.801 1.455
O: 2.381 -2.635 -0.098
H: -1.890 2.729 2.442

=====

No. 5
Formula: C7H12O
Source: OMol25
Level of theory: ωB97M-V/def2-TZVPD

## Properties
LUMO	-3.28	eV
HOMO level	-6.9563	eV
gap between HOMO and LUMO	3.7	eV
2S+1	1

Element x y z (Å)
H: -0.289 3.655 0.137
H: 0.323 3.341 -1.460
C: -0.303 1.432 -0.487
H: -0.419 0.779 1.465
C: 0.032 0.392 0.610
C: 0.294 2.850 -0.435
H: -1.324 -3.947 -1.394
H: 1.396 -1.826 0.419
O: 1.668 2.887 -0.179
H: 0.318 2.554 2.112
H: 1.131 0.239 0.630
C: 0.270 -3.435 -0.091
C: -0.539 -1.036 0.350
H: 1.237 2.604 0.763
H: -0.576 -5.376 -0.511
C: -0.633 -4.287 -0.646
H: 0.077 0.996 -1.419
C: 0.346 -2.164 0.294
H: -1.619 -1.180 0.565
H: -1.392 1.520 -0.722

=====

No. 6
Formula: CH8O5
Source: OMol25
Level of theory: ωB97M-V/def2-TZVPD

## Properties
LUMO	0.38	eV
HOMO level	-10.8733	eV
SMILES string	O=CO.O.O.O
gap between HOMO and LUMO	11.3	eV
2S+1	1

Element x y z (Å)
O: -1.648 -0.372 1.368
O: 1.478 -2.450 -0.553
H: 0.842 3.118 -0.979
C: -0.448 -0.151 1.954
H: -0.705 -0.492 -1.427
H: 1.860 -2.690 0.368
O: 0.571 2.354 -1.467
O: -1.509 0.061 -1.210
H: -1.738 -0.348 0.385
H: -1.313 1.038 -1.201
H: -0.522 -0.582 3.093
H: 0.848 1.658 -0.916
H: 1.809 -1.514 -0.754
O: 0.476 0.368 1.338

=====

No. 7
Formula: C14H13N2O4
Source: OMol25
Level of theory: ωB97M-V/def2-TZVPD

## Properties
LUMO	3.21	eV
HOMO level	-2.7666	eV
total charge	-1
gap between HOMO and LUMO	6.0	eV
2S+1	1

Element x y z (Å)
C: 1.670 -1.759 1.666
H: 3.781 -2.357 1.858
H: 0.832 -5.476 2.433
O: 0.831 -0.462 4.020
O: -2.872 0.563 1.482
H: -2.006 -1.654 1.636
H: -0.958 -3.811 2.175
C: 1.076 -4.444 2.202
C: -0.642 0.126 2.107
O: 0.233 1.690 3.795
N: -2.046 -3.831 -0.612
H: 0.512 1.977 1.084
C: -0.589 3.930 3.753
C: 0.344 -2.188 1.707
H: -2.184 -0.809 0.038
H: 1.952 -0.717 1.588
H: -1.168 3.723 4.648
H: -1.123 4.675 3.174
C: -0.763 -1.230 1.720
C: 0.409 2.895 1.667
H: 1.404 3.265 1.940
C: 0.037 -3.508 1.971
N: -1.696 -1.609 0.517
C: 2.727 -2.688 1.867
C: -1.766 -2.777 -0.188
C: 2.411 -4.039 2.123
H: 3.238 -4.778 2.298
C: 0.233 0.369 3.303
C: -1.813 0.948 2.002
O: -1.772 2.179 2.589
C: -0.417 2.665 2.916
H: 0.369 4.346 4.059
H: -0.102 3.649 1.067

=====

No. 8
Formula: C14H15Cl3F5N4OsS
Source: OMol25
Level of theory: ωB97M-V/def2-TZVPD

## Properties
LUMO (alpha / beta)	-9.59 / -13.19	eV
HOMO level (alpha / beta)	-18.3382 / -18.9743	eV
total charge	+3
gap between HOMO and LUMO (alpha / beta)	8.7 / 5.8	eV
2S+1	5

Element x y z (Å)
C: -3.650 -4.666 0.258
Cl: -5.093 0.573 -2.088
H: 0.261 3.565 1.864
C: 2.424 -0.869 1.314
H: 2.424 3.321 -0.247
C: -4.229 1.757 -1.131
Cl: -3.998 3.277 -1.990
N: 0.335 0.179 2.152
H: 1.742 2.650 2.015
C: 1.977 2.344 -0.440
H: 0.007 2.862 -0.200
H: 3.751 1.151 -0.658
H: 2.041 -1.876 1.158
N: 0.653 2.219 0.257
C: 0.697 2.577 1.720
N: -1.826 0.820 -0.645
F: -4.478 -3.008 1.705
C: -2.654 -5.137 -0.608
H: 1.742 -0.890 3.345
C: 1.734 -0.205 2.497
C: -2.876 1.230 -0.857
H: 0.156 1.726 3.619
H: 2.266 0.688 2.818
F: -2.773 -6.311 -1.158
F: -0.629 -4.730 -1.656
H: 3.500 -0.941 1.481
S: -0.035 -2.140 -0.687
H: 2.511 -0.666 -0.718
F: -2.315 -1.436 1.270
C: -0.052 1.555 2.561
N: 2.160 -0.093 0.050
H: -0.322 -0.483 2.557
F: -4.686 -5.381 0.509
H: 1.784 2.278 -1.514
Cl: -4.965 2.002 0.456
H: 3.297 1.418 1.010
H: -1.130 1.650 2.418
C: -1.436 -3.024 -0.252
C: 2.899 1.228 0.016
C: -1.571 -4.328 -0.851
Os: 0.059 0.198 -0.164
C: -3.534 -3.387 0.892
C: -2.442 -2.608 0.640

=====

We obtain strongest force on any atom values of 0.06410, 0.08161, 0.13584, 0.04331, 0.09918, 0.05874, 0.11762, 0.01068 Eh/bohr for the records listed above, in that order.